<A>
C4H8NS | ωB97M-V/def2-TZVPD

total charge: +1
molar mass: 102.18 Da
HOMO energy: -13.8584 eV
2S+1: 1
frontier orbital gap: 8.6 eV

Last column: Mulliken charge in e.
Geometry (Å):
C  0.0080  1.2256  0.9681  0.07
C  0.7820  0.7266  1.9734  -0.69
C  0.2712  0.7676  -0.4637  -0.75
C  -0.9141  -1.5319  -1.1014  -0.27
N  -0.7417  -0.1095  -1.1922  0.02
S  0.3639  -2.4744  -0.5897  0.06
H  -0.6904  2.0457  1.1054  0.34
H  0.4962  1.0343  3.0204  0.28
H  0.3263  1.6049  -1.1476  0.32
H  1.1049  0.0910  -0.3103  0.36
H  1.4401  -0.1673  1.7703  0.21
H  -1.6652  0.2564  -1.0297  0.39
H  -0.4707  0.0171  -2.1666  0.39
H  -0.3105  -3.4861  -0.8365  0.25

=====

<B>
C4H8NS | ωB97M-V/def2-TZVPD

total charge: +1
molar mass: 102.18 Da
HOMO energy (alpha / beta): -14.2441 / -14.2448 eV
2S+1: 1
frontier orbital gap (alpha / beta): 8.6 / 8.6 eV

Last column: Mulliken charge in e.
Geometry (Å):
C  -0.8552  -0.0602  -0.9058  -0.28
C  -0.4559  -1.3445  -0.1859  -0.48
C  1.7558  -1.6091  1.3149  -0.29
C  -0.6523  2.2664  -0.2826  -0.77
N  -0.4857  0.8983  -0.1715  -0.20
S  0.4257  -0.6384  1.2935  0.24
H  -1.4035  -0.0266  -1.7376  0.56
H  0.0897  -1.9861  -0.9760  0.40
H  -1.3830  -2.0075  0.1917  0.36
H  2.2060  -2.0728  0.5382  0.31
H  2.5195  -1.6876  2.1797  0.27
H  -0.6281  2.8789  0.5957  0.33
H  0.3099  2.8185  -0.7906  0.29
H  -1.4428  2.5707  -1.0638  0.27

=====

The structure with the greatest stability is <B>.